1.
C16H33Cl14NO5S | ωB97M-V/def2-TZVPD

LUMO ... 0.0153 Eh

The geometry in XYZ format:
```
70
Properties=species:S:1:pos:R:3:lowdin_charge:R:1
Cl -5.17131 0.54495 2.75426 0.541
Cl -2.71631 7.04813 3.42432 0.550
O -0.76229 1.41793 -2.75820 0.087
H 6.17554 3.12966 1.56528 0.068
Cl -2.28718 -3.18762 -3.28107 0.570
H 6.21670 3.24291 -1.49443 0.071
H 2.88469 -4.67632 3.20034 0.073
H -4.70255 4.20663 2.79195 -0.010
H -3.06301 -4.40095 -0.74382 0.067
H 3.60912 -4.08279 0.85100 0.073
H 2.48495 2.18820 -0.39339 0.079
N 0.27625 1.93063 -2.63762 0.008
H 1.25585 -2.44281 -1.51034 0.051
C -2.47870 -5.11338 -1.32143 -0.648
Cl -0.64705 -1.56670 0.41865 0.635
C -1.23773 0.26595 2.34707 -0.701
Cl 4.79243 -3.32386 3.37599 0.544
H 0.32615 -0.88324 -1.54457 -0.015
C 0.06020 -4.59459 -7.22743 -0.653
H -0.49312 -1.71434 2.76732 0.065
H -2.16972 -1.65053 2.20655 0.071
C -4.23784 6.48390 5.61178 -0.639
H -4.42569 8.29522 4.45919 0.068
C -3.65072 7.62684 4.82585 -0.664
H 0.04731 -2.12997 -2.73819 0.005
Cl 8.09718 2.31176 -0.42532 0.541
H -5.25360 3.14766 1.48089 0.074
Cl 4.89440 1.53043 0.40542 0.609
H 1.73844 0.53670 -0.32575 0.059
H 1.88271 -3.83144 1.16216 0.059
H -1.82251 0.78398 1.59503 -0.011
H 1.78742 -3.98802 -6.08842 0.072
H -2.96916 8.19202 5.45947 0.074
Cl -0.79276 -5.01356 -0.74698 0.534
Cl 3.02242 -1.80438 0.88922 0.566
Cl 0.39004 1.00028 2.38440 0.568
Cl -5.51293 5.64053 4.68931 0.588
C 0.81947 -1.65698 -2.12981 -0.222
H -2.82620 -6.11960 -1.09247 0.072
C 1.93313 1.42362 -0.93822 -0.326
H -0.78997 -4.14434 -7.73323 0.068
H -4.37831 2.18213 4.25127 0.067
Cl -0.57337 -5.65508 -5.93828 0.549
H -1.95190 -5.50868 -3.37782 0.030
O 2.63204 1.11788 -2.12742 -0.312
H 4.90885 3.87032 0.57642 0.075
C 2.88956 -3.49929 1.42015 -0.642
O 1.78366 -1.06295 -3.02510 -0.383
H 1.46286 -3.01960 -7.53137 0.074
C -1.17865 -1.21539 2.08525 -0.613
Cl -2.94319 2.93710 1.88192 0.609
Cl 0.17238 -2.32150 -5.70815 0.580
H -3.64508 -5.08258 -3.09839 0.075
C -4.63602 3.20278 2.37426 -0.656
C 5.69232 3.11352 0.59176 -0.637
H -3.47797 5.75141 5.87179 0.071
C 6.67562 3.38143 -0.51853 -0.662
C -2.61840 -4.87093 -2.80297 -0.651
C -5.06996 2.20365 3.41267 -0.668
C 1.00210 -3.54576 -6.69668 -0.651
H -4.69630 6.85487 6.52674 0.074
H -6.06011 2.46315 3.78339 0.067
C 3.10603 -3.65220 2.90336 -0.665
H 7.03994 4.40473 -0.44166 0.072
S 3.08301 -0.47203 -2.26935 0.865
O 0.64405 1.99706 -1.23807 -0.117
H -1.68920 0.44811 3.32064 0.063
O 4.08760 -0.43033 -3.29732 -0.370
H 0.58801 -5.23803 -7.92945 0.071
H 2.46638 -2.97629 3.46614 0.064
```

---

2.
C34H31O5 | ωB97M-V/def2-TZVPD

Charge ... -1
LUMO ... 0.0936 Eh

The geometry in XYZ format:
```
70
Properties=species:S:1:pos:R:3:lowdin_charge:R:1
C -0.35893 -2.17397 2.03027 -0.096
C -1.19122 -3.92764 3.65825 -0.031
C -0.16961 -1.63648 -2.73738 -0.117
H -1.44587 -0.01137 -1.05786 0.145
C -0.11579 1.73744 -0.99168 -0.220
O -2.64004 -0.39731 -3.11646 -0.023
C 1.83738 0.47166 5.01564 -0.031
O 0.44299 5.80010 -1.62000 -0.103
H 2.65949 0.98053 6.92751 0.092
C -0.46179 -1.64079 0.75338 -0.022
C 1.88302 0.57667 3.60924 -0.147
C -4.80095 -1.16479 -3.73953 -0.073
H 1.07451 -0.17364 5.44175 0.091
H -0.95696 -2.21413 -0.03628 0.084
C 0.02190 -0.36095 0.40945 -0.159
H -1.75491 -5.49638 5.01533 0.093
C 3.73063 1.97047 5.30507 -0.123
H -1.81258 4.62613 -1.62817 0.114
H -4.31569 0.75092 -2.89525 0.127
C 2.86493 1.46003 3.08556 -0.045
C -0.34377 0.25342 -0.94965 -0.078
H -5.81425 -0.82852 -3.97008 0.078
H 1.57573 7.41586 -1.96363 0.085
C -0.28833 -0.09633 -2.62710 -0.165
C 1.38933 3.64815 -0.96209 -0.007
H 2.01379 1.62344 -0.62014 0.126
O 0.06134 -1.62281 4.34306 -0.069
C 3.76052 2.14773 3.91098 -0.113
H -1.60287 -6.49619 0.78904 0.089
H 4.44676 2.47312 5.96412 0.086
C 1.94387 -0.62302 -3.55322 -0.097
C 2.73722 1.13497 5.84908 -0.101
O 1.02626 1.58551 -3.90686 0.111
H -1.98888 -7.22003 3.18262 0.085
H 2.76897 -0.34378 -2.88819 0.123
C 0.97673 -0.15417 2.69811 -0.095
H -0.85209 -2.06507 -3.52870 0.130
H 2.92990 1.58167 2.00281 0.094
C -1.18958 2.59467 -1.24647 -0.025
H 2.36216 5.88383 -2.46668 0.095
H -4.81813 -1.76334 -2.82963 0.081
C -1.05656 -4.48513 1.32935 -0.051
H -1.11646 -3.19145 4.45074 0.088
H 2.37436 -0.64900 -4.55992 0.119
C -1.59241 0.41864 -3.31083 -0.428
O -1.75291 1.49543 -3.84634 0.116
C -0.99817 3.95482 -1.38027 0.011
C -1.47615 -5.78778 1.61573 -0.116
H 4.49459 2.82416 3.46058 0.090
H -0.86577 -4.18550 0.29790 0.091
C 1.16581 2.27937 -0.84984 -0.057
C 0.88818 0.46970 -3.45879 -0.326
H 1.38784 -2.69325 -3.84396 0.102
C -3.92055 0.03971 -3.61211 -0.215
C 0.25455 -1.37049 3.12487 -0.302
C 1.30353 -1.92255 -3.07750 -0.166
C -0.85681 -3.52104 2.34627 -0.156
H 2.25845 6.31809 -0.71258 0.089
H 2.40935 4.02773 -0.85377 0.103
C -1.70227 -6.18916 2.94509 -0.125
C 1.76102 6.37665 -1.69072 -0.074
H -3.73354 0.49437 -4.57537 0.119
C 0.30790 4.48940 -1.30876 -0.275
H -4.43268 -1.80454 -4.54886 0.081
H 1.07808 1.33370 1.20927 0.079
C -1.57469 -5.22995 3.96969 -0.098
H -0.50030 -2.04709 -1.74590 0.094
C 0.71550 0.33562 1.42685 -0.013
H 1.79538 -2.28837 -2.17556 0.110
H -2.20041 2.20236 -1.28144 0.120
```

---

3.
C36H60N3O18 | ωB97M-V/def2-TZVPD

Energy relative to the best compared isomer or geometry (same formula, charge and spin) ... 192.52 kJ/mol
Charge ... -1
LUMO ... -0.0257 Eh

The geometry in XYZ format:
```
117
Properties=species:S:1:pos:R:3:lowdin_charge:R:1
O -1.25461 0.66818 -4.60561 -0.067
H 3.80541 -4.78897 -3.23895 0.061
H 2.40912 2.80439 1.45261 0.080
C -0.07232 -1.64151 -0.15587 0.053
O -2.29993 -0.23482 -3.11797 -0.121
H 0.63414 7.20279 3.34041 0.155
N -2.35289 0.06371 -4.33025 -0.457
H 2.02069 -1.28414 4.52643 0.008
O -2.60623 0.95775 5.77721 0.144
H -6.17481 -3.00089 -0.67732 0.109
C -4.68284 4.93001 1.50216 -0.474
N -0.09287 0.72123 -1.54128 0.153
H 2.19478 -2.86704 4.70411 0.072
C 1.89988 -7.52044 -2.57989 0.039
H -4.53992 3.79253 -0.50220 0.128
C -3.40017 0.81952 4.96581 -0.510
H 2.46451 -2.93097 0.79998 0.053
H 5.08128 -3.86455 0.49144 0.120
H 3.00666 2.49132 -2.96549 0.117
O -2.77944 -0.78724 -5.22661 -0.045
H -4.74469 2.99762 1.02363 0.000
H -1.17249 2.56581 -1.20107 0.053
H -0.66346 4.83433 3.93038 0.117
O -6.22650 0.10379 1.96893 0.133
C 1.51802 -6.95027 -0.12049 0.085
H -4.28240 -4.07967 -2.27986 0.074
H 4.78396 -2.62082 -2.06085 0.078
O 2.59838 -8.86599 -0.64382 0.104
H 0.55442 -4.99811 0.21841 0.106
C 2.64498 5.02002 1.56086 0.045
H 3.57300 4.98292 0.81807 0.144
H 0.00168 2.71306 -2.15307 0.029
H -3.68984 0.00141 1.43368 0.164
O 0.44914 2.41641 3.06934 0.041
H -2.70226 -3.32615 -2.09399 0.045
H 1.90718 -1.09675 2.00162 0.138
H -6.99011 0.93968 4.77507 0.106
C -0.51712 -0.15091 -0.26001 -0.317
O -0.00092 -4.46448 -2.26104 0.145
C -5.68030 -2.04739 -1.20539 -0.068
H -3.99026 -2.79833 -0.22661 0.105
H 6.40364 -3.75866 -0.57932 0.012
H 4.03919 2.07786 -1.71024 0.063
C -6.13370 5.40128 1.41373 -0.068
O 5.04910 4.55748 -1.23648 -0.006
H 4.24596 -1.31725 1.52229 0.097
H -4.55554 4.82122 2.74817 0.185
O 2.67053 -0.28342 -2.06584 -0.106
C -3.71173 -3.14743 -2.37493 -0.026
H 0.50168 0.32821 -2.09028 0.010
C -4.77866 1.01421 5.24066 0.014
C 3.23588 5.38402 -2.63321 -0.048
C 4.62789 -4.86455 -2.50795 -0.026
H 2.60764 -2.95660 -1.84630 0.012
H -6.56383 5.36166 0.29396 0.142
H -3.05988 3.60514 0.68849 0.121
H 3.00102 5.66745 -3.58377 0.036
H 1.09818 -6.13861 -4.03041 0.087
C 3.94209 -1.72690 2.48801 -0.046
H 0.41243 2.46969 -0.67529 0.057
O 2.07878 -1.95933 -3.31331 -0.009
H 3.44111 6.38882 -2.17050 0.104
H -3.56309 6.62103 1.76082 0.122
O -3.55368 -1.18982 -0.93988 -0.087
H 3.94357 -0.82432 2.99084 0.060
O 2.18983 -3.05419 1.73208 -0.099
O -1.12144 0.39435 0.57993 0.134
C 4.24470 4.29844 -2.33203 -0.494
H 0.99012 -1.43060 -0.30221 0.070
H 4.69436 3.93980 -3.29898 0.148
H -0.32640 -1.92263 0.84457 0.081
C 0.87099 3.58393 2.84389 -0.344
H -0.49570 -2.35378 -0.86939 0.082
C -4.23754 3.76340 0.63305 -0.062
H -1.95307 0.54567 3.29590 0.114
O 2.65254 7.29067 1.71044 0.129
H 0.82431 -2.24324 4.14537 0.048
H -5.95177 -1.62937 -2.31476 0.133
O 2.04943 0.14458 -4.06388 -0.057
C 2.14410 3.68815 1.96877 0.068
O -3.86033 6.01728 0.99111 -0.130
C -4.05714 0.16242 2.60485 -0.014
N 2.32126 -0.76794 -3.19889 -0.566
H 5.74971 -4.90032 -2.90653 0.113
C 4.59092 -3.50987 -1.67585 -0.427
C -3.03143 0.27767 3.50268 0.041
C 0.62520 -5.39764 -1.96943 -0.491
C 2.11495 6.27757 2.02590 -0.546
C 0.76574 -5.72463 -0.57151 0.080
C 0.96165 6.17096 2.82069 0.021
H 2.25782 5.09251 -2.39670 0.049
C 5.47070 -3.48697 -0.52147 -0.064
C 1.85348 -2.11194 4.01537 -0.003
H -3.48198 -0.62597 -1.79853 0.109
C 1.16727 -6.33989 -3.00710 0.053
H 4.46065 -2.44830 2.87452 0.034
H 5.69973 5.12056 -1.53861 0.054
H -5.01536 1.33846 6.33465 0.131
H 2.56599 -7.98659 -3.49086 0.153
C -5.96766 0.75611 4.30959 0.105
C 2.10447 -7.90426 -1.11192 -0.460
H -3.90145 -2.57815 -3.33660 0.094
H 1.75284 -7.15719 0.86721 0.076
H -0.90429 0.65213 -2.44714 0.219
C -4.17214 -2.33634 -1.12679 -0.612
H -5.99504 -1.33210 -0.45415 0.029
H 5.53578 -2.36289 -0.45442 0.104
H -6.74756 5.02653 2.00328 -0.036
H -6.25135 6.40936 1.81193 0.080
C -0.26585 2.23779 -1.38855 0.059
O 3.17146 -3.40586 -1.21959 -0.097
H 2.82085 3.04547 -1.24965 0.034
C 0.26114 4.93164 3.29156 0.085
C 3.53382 2.97366 -2.03822 -0.076
C 2.48212 -1.91475 2.52668 -0.422
H 4.33602 -5.70654 -1.82674 0.074
C -5.53588 0.25461 2.87474 -0.455
```

---

4.
C4H11NO | ωB97M-V/def2-TZVPD

Energy relative to the best compared isomer or geometry (same formula, charge and spin) ... 139.45 kJ/mol
LUMO ... 0.0327 Eh

The geometry in XYZ format:
```
17
Properties=species:S:1:pos:R:3:lowdin_charge:R:1
H -1.76850 -0.79530 -1.32039 0.097
H -2.33025 0.21722 1.13434 0.117
C -1.19110 0.43998 1.34470 -0.058
H 1.06842 1.41091 0.24814 0.107
O -0.42888 -1.71522 0.49264 -0.079
H -0.17009 -0.20800 -2.04305 0.102
H -0.90071 1.57570 1.25230 0.107
H 1.44995 -0.02589 1.32030 0.135
H 1.72632 0.15935 -1.67203 0.074
H 2.91454 -0.01763 -0.45011 0.053
H -0.91983 0.10503 2.37291 0.082
C -0.96966 0.01300 -1.16999 -0.058
H -1.38509 1.09348 -1.19780 0.103
N 1.96318 -0.22284 -0.71466 -0.021
C -0.37088 -0.26915 0.23251 -0.652
C 1.03902 0.32258 0.33405 -0.238
H 0.27358 -2.08320 -0.16386 0.128
```

---

Number 1: HOMO-LUMO gap 0.3644 Ha, E_tot -215001.227 eV, strongest force on any atom 0.0201 hartree/bohr. Number 2: HOMO-LUMO gap 0.2231 Ha, E_tot -45998.453 eV, strongest force on any atom 0.0635 hartree/bohr. Number 3: HOMO-LUMO gap 0.2041 Ha, E_tot -79603.787 eV, strongest force on any atom 0.2013 hartree/bohr. Number 4: HOMO-LUMO gap 0.3837 Ha, E_tot -7863.108 eV, strongest force on any atom 0.0612 hartree/bohr.